[1]
This record from the OMol25 dataset describes 2 unconnected molecules or ions with the total composition C4H12O2S2 in a non-equilibrium geometry. The level of theory is ωB97M-V with the def2-TZVPD basis set.

Atoms and positions in Å:
C (47.344, 0.919, 6.584)
S (47.035, 0.317, 4.925)
O (45.743, 1.080, 4.464)
C (48.256, 1.289, 4.094)
H (47.110, 1.998, 6.767)
H (48.501, 0.882, 6.832)
H (46.635, 0.372, 7.235)
H (48.048, 2.217, 4.157)
H (48.092, 1.340, 3.059)
H (49.224, 1.037, 4.302)
C (48.179, 4.152, 10.881)
S (49.846, 4.050, 10.339)
O (50.738, 4.184, 11.604)
C (49.968, 2.346, 10.014)
H (48.091, 5.053, 11.184)
H (47.969, 3.506, 11.621)
H (47.308, 3.911, 9.977)
H (49.781, 1.801, 10.869)
H (50.947, 2.385, 9.780)
H (49.401, 2.038, 9.131)

LUMO energy   0.0115 Ha
Spin multiplicity   1
HOMO-LUMO gap   9.559 eV
Relative energy (zero: lowest compared OMol25 entry of this formula, charge and spin)   421.5 kJ/mol
Total charge   0

[2]
This record from the OMol25 dataset describes a molecular structure, C16H11BF10N2O5RuS in a non-equilibrium geometry. The level of theory is ωB97M-V with the def2-TZVPD basis set.

Atoms and positions in Å:
Ru (0.346, 1.293, 0.371)
S (1.338, 2.610, 2.039)
C (-0.286, 3.236, 2.046)
C (-0.895, 4.248, 2.791)
C (-2.225, 4.515, 2.555)
C (-2.939, 3.794, 1.605)
C (-2.291, 2.798, 0.905)
N (-1.008, 2.533, 1.153)
H (-0.317, 4.805, 3.514)
H (-2.723, 5.301, 3.109)
H (-3.981, 4.004, 1.412)
H (-2.757, 2.186, 0.144)
O (0.088, -0.318, 1.562)
C (1.015, -1.004, 0.997)
O (1.744, -0.467, 0.146)
C (1.174, -2.435, 1.375)
C (0.319, -3.012, 2.305)
C (0.454, -4.351, 2.642)
C (1.444, -5.119, 2.051)
C (2.283, -4.518, 1.127)
C (2.169, -3.189, 0.769)
N (3.338, -5.336, 0.504)
O (3.328, -6.531, 0.740)
O (3.997, -4.825, -0.376)
H (-0.451, -2.396, 2.750)
H (-0.214, -4.800, 3.364)
H (1.576, -6.163, 2.290)
H (2.825, -2.740, 0.037)
F (2.931, 2.347, -1.047)
B (2.032, 3.268, -1.532)
F (0.673, 2.852, -0.977)
F (2.254, 4.545, -1.075)
F (1.886, 3.211, -2.907)
C (-1.016, 1.295, -3.197)
C (-1.138, 0.149, -2.187)
O (-1.044, 0.561, -0.886)
C (-0.084, -0.925, -2.542)
F (1.135, -0.386, -2.578)
F (-0.300, -1.485, -3.754)
F (-0.060, -1.937, -1.654)
C (-2.557, -0.458, -2.304)
F (-2.750, -1.500, -1.483)
F (-3.479, 0.471, -1.978)
F (-2.867, -0.875, -3.548)
H (-0.016, 1.717, -3.152)
H (-1.725, 2.071, -2.917)
H (-1.224, 0.959, -4.213)

LUMO energy (alpha / beta)   0.0526 / 0.0525 Ha
Spin multiplicity   2
HOMO-LUMO gap (alpha / beta)   7.011 / 7.287 eV
Relative energy (zero: lowest compared OMol25 entry of this formula, charge and spin)   15.2 kJ/mol
Total charge   -1

[3]
This record from the OMol25 dataset describes a molecular structure, C20H27N4O5ScSe in a non-equilibrium geometry. The level of theory is ωB97M-V with the def2-TZVPD basis set.

Atoms and positions in Å:
Sc (0.550, 1.291, -0.492)
O (-2.267, -1.340, -0.240)
C (-1.125, -0.982, -0.483)
O (-0.742, -0.065, -1.300)
C (0.040, -1.635, 0.244)
C (0.053, -2.981, 0.565)
C (1.197, -3.504, 1.147)
C (2.270, -2.664, 1.399)
C (2.162, -1.324, 1.062)
N (1.066, -0.819, 0.502)
H (-0.816, -3.584, 0.343)
H (1.259, -4.558, 1.386)
H (3.187, -3.037, 1.832)
H (2.977, -0.627, 1.214)
N (1.641, 2.414, 1.437)
H (1.665, 2.074, 2.391)
H (1.169, 3.313, 1.437)
H (2.599, 2.566, 1.136)
C (-3.177, 2.212, -0.208)
N (-3.199, 1.477, 1.043)
C (-4.499, 1.097, 1.577)
C (-4.448, -0.344, 2.039)
C (-3.382, -0.449, 3.109)
N (-2.146, 0.178, 2.660)
C (-0.939, -0.279, 3.314)
C (-2.064, 0.990, 1.574)
O (-0.939, 1.258, 1.088)
H (-3.874, 3.048, -0.138)
H (-3.465, 1.561, -1.038)
H (-2.185, 2.607, -0.391)
H (-5.235, 1.236, 0.785)
H (-4.775, 1.758, 2.407)
H (-4.183, -0.980, 1.193)
H (-5.412, -0.661, 2.435)
H (-3.160, -1.497, 3.326)
H (-3.718, 0.017, 4.043)
H (-0.731, -1.324, 3.065)
H (-1.059, -0.194, 4.396)
H (-0.097, 0.327, 2.993)
C (-0.631, 3.157, -4.257)
O (-0.475, 3.653, -2.925)
C (-0.031, 2.770, -2.056)
O (0.094, 3.194, -0.869)
H (-1.687, 3.207, -4.516)
H (-0.273, 2.130, -4.312)
H (-0.056, 3.799, -4.922)
Se (3.129, 1.307, -1.194)
C (3.665, -0.369, -1.921)
C (5.020, -0.623, -2.136)
C (5.437, -1.842, -2.647)
C (4.514, -2.832, -2.953)
C (3.164, -2.584, -2.748)
C (2.742, -1.366, -2.239)
H (5.745, 0.144, -1.899)
H (6.493, -2.018, -2.810)
H (4.843, -3.782, -3.352)
H (2.430, -3.342, -2.994)
H (1.682, -1.179, -2.101)

LUMO energy   0.0120 Ha
Spin multiplicity   1
HOMO-LUMO gap   7.188 eV
Total charge   0

[4]
This record from the OMol25 dataset describes a molecular structure, C12H24Cl2N2STl in a non-equilibrium geometry. The level of theory is ωB97M-V with the def2-TZVPD basis set.

Atoms and positions in Å:
Tl (-1.081, -0.499, 0.263)
Cl (-1.155, 0.028, 2.607)
Cl (-1.063, -2.561, -1.041)
C (-2.561, 0.441, -0.768)
H (-2.993, -0.051, -1.650)
H (-3.388, 0.948, -0.222)
C (0.140, 1.189, -1.270)
C (-1.258, 1.461, -1.286)
H (0.659, 0.241, -1.374)
C (-1.621, 2.792, -0.519)
H (-1.620, 1.612, -2.303)
C (-0.824, 3.973, -1.079)
H (-2.707, 3.002, -0.569)
H (-1.413, 2.713, 0.566)
C (0.670, 3.626, -1.047)
H (-1.199, 4.240, -2.068)
H (-0.982, 4.880, -0.473)
C (0.927, 2.318, -1.814)
H (1.325, 4.397, -1.469)
H (1.035, 3.427, -0.030)
H (0.518, 2.486, -2.828)
H (2.020, 2.225, -1.937)
C (0.907, -6.211, -0.121)
C (1.868, -5.161, 0.418)
N (1.161, -3.912, 0.753)
C (1.778, -2.983, 1.543)
S (1.961, -1.346, 1.143)
N (2.262, -3.460, 2.741)
C (1.447, -4.437, 3.522)
C (2.295, -5.092, 4.604)
H (0.105, -6.428, 0.591)
H (1.444, -7.142, -0.315)
H (0.455, -5.883, -1.066)
H (2.371, -5.493, 1.333)
H (2.648, -4.950, -0.334)
H (0.568, -3.520, -0.003)
H (2.603, -2.689, 3.315)
H (0.587, -3.892, 3.955)
H (1.053, -5.182, 2.829)
H (2.493, -4.421, 5.436)
H (1.779, -5.975, 5.010)
H (3.249, -5.440, 4.198)

LUMO energy (alpha / beta)   0.0988 / 0.0988 Ha
Spin multiplicity   1
HOMO-LUMO gap (alpha / beta)   5.245 / 5.246 eV
Total charge   -1

[5]
This record from the OMol25 dataset describes 2 unconnected molecules or ions with the total composition C4H12N2 in a non-equilibrium geometry. The level of theory is ωB97M-V with the def2-TZVPD basis set.

Atoms and positions in Å:
H (1.434, 2.222, -1.299)
N (0.410, 2.178, -1.267)
C (0.158, 2.666, -0.107)
N (-0.932, 2.227, 0.644)
H (0.856, 3.305, 0.426)
H (-0.852, 1.781, 1.542)
H (-1.926, 2.286, 0.498)
C (-0.778, -0.973, 0.795)
C (-0.037, -2.151, 0.002)
C (0.998, -1.562, -0.970)
H (0.037, -0.552, 1.403)
H (-1.554, -1.387, 1.420)
H (-1.142, -0.216, 0.089)
H (-0.806, -2.785, -0.441)
H (0.408, -2.705, 0.820)
H (0.758, -1.823, -2.006)
H (1.032, -0.476, -0.865)
H (1.937, -2.037, -0.683)

SMILES string   [H]/N=C/N.CCC
LUMO energy   0.0370 Ha
Spin multiplicity   1
HOMO-LUMO gap   10.248 eV
Relative energy (zero: lowest compared OMol25 entry of this formula, charge and spin)   179.5 kJ/mol
Total charge   0

[6]
This record from the OMol25 dataset describes a molecular structure, C26H34IrN6PSi in a non-equilibrium geometry. The level of theory is ωB97M-V with the def2-TZVPD basis set.

Atoms and positions in Å:
Ir (0.095, 0.104, 0.843)
N (-1.340, -10.114, 0.826)
C (-1.205, -8.973, 0.867)
C (-1.033, -7.543, 0.925)
C (-1.943, -6.706, 0.280)
C (-1.756, -5.337, 0.314)
C (-0.679, -4.791, 1.015)
C (0.199, -5.632, 1.696)
C (0.035, -7.005, 1.638)
C (-0.459, -3.326, 1.008)
C (-0.354, -2.687, -0.250)
C (-0.163, -3.311, -1.472)
C (-0.181, -2.321, -2.468)
C (-0.395, -1.132, -1.817)
N (-0.465, -1.314, -0.466)
C (-0.399, -2.658, 2.194)
C (-0.748, -3.192, 3.465)
C (-0.589, -2.187, 4.381)
C (-0.119, -1.072, 3.670)
N (0.007, -1.326, 2.364)
H (-2.786, -7.134, -0.244)
H (-2.458, -4.683, -0.187)
H (1.034, -5.208, 2.240)
H (0.732, -7.662, 2.139)
H (0.000, -4.370, -1.603)
H (-0.057, -2.458, -3.530)
H (-0.576, -0.171, -2.257)
H (-1.119, -4.190, 3.636)
H (-0.770, -2.223, 5.444)
H (0.149, -0.130, 4.113)
C (1.946, 3.450, 1.718)
Si (0.190, 3.348, 2.398)
C (-1.123, 4.255, 1.407)
C (0.244, 3.825, 4.191)
C (-0.252, 1.499, 2.299)
H (2.209, 4.469, 1.423)
H (2.096, 2.785, 0.867)
H (2.657, 3.150, 2.492)
H (-0.781, 5.233, 1.055)
H (-2.005, 4.427, 2.028)
H (-1.443, 3.662, 0.545)
H (0.554, 4.869, 4.295)
H (0.960, 3.210, 4.740)
H (-0.730, 3.721, 4.676)
H (-1.230, 1.359, 2.770)
H (0.518, 1.023, 2.943)
C (1.921, 3.600, -3.524)
N (1.534, 2.140, -3.805)
C (0.114, 2.129, -4.404)
N (-0.791, 2.827, -3.565)
C (-0.367, 4.203, -3.338)
N (0.947, 4.219, -2.700)
C (0.916, 3.714, -1.334)
P (0.405, 1.903, -1.234)
C (1.602, 1.324, -2.552)
C (-1.107, 2.123, -2.327)
H (1.991, 4.102, -4.488)
H (2.898, 3.593, -3.044)
H (2.182, 1.759, -4.497)
H (-0.182, 1.088, -4.525)
H (0.177, 2.602, -5.383)
H (-1.086, 4.705, -2.695)
H (-0.319, 4.736, -4.288)
H (0.199, 4.294, -0.761)
H (1.889, 3.857, -0.874)
H (1.419, 0.278, -2.796)
H (2.612, 1.393, -2.143)
H (-1.838, 2.705, -1.763)
H (-1.580, 1.175, -2.572)

LUMO energy (alpha / beta)   -0.2863 / -0.2827 Ha
Spin multiplicity   1
HOMO-LUMO gap (alpha / beta)   5.744 / 5.843 eV
Relative energy (zero: lowest compared OMol25 entry of this formula, charge and spin)   93.9 kJ/mol
Total charge   +2

[7]
This record from the OMol25 dataset describes a molecular structure, C38H28F6NO5P2PdS3 in a non-equilibrium geometry. The level of theory is ωB97M-V with the def2-TZVPD basis set.

Atoms and positions in Å:
Pd (1.289, 0.027, -0.130)
O (1.799, -0.358, 3.750)
S (1.007, -0.118, 2.506)
C (0.054, 1.398, 2.881)
C (-0.001, 1.761, 4.222)
C (-0.726, 2.875, 4.607)
C (-1.393, 3.634, 3.651)
C (-1.283, 3.299, 2.311)
C (-0.534, 2.194, 1.901)
P (-0.243, 1.856, 0.115)
C (0.530, 3.410, -0.468)
C (0.785, 3.483, -1.844)
C (1.499, 4.544, -2.375)
C (1.998, 5.537, -1.541)
C (1.776, 5.461, -0.176)
C (1.046, 4.405, 0.359)
C (-1.966, 1.992, -0.487)
C (-2.444, 3.022, -1.292)
C (-3.771, 3.030, -1.710)
C (-4.633, 2.017, -1.320)
C (-4.164, 0.987, -0.512)
C (-2.840, 0.972, -0.108)
C (-0.371, -1.317, 2.675)
C (-0.916, -1.445, 3.949)
C (-1.749, -2.504, 4.248)
C (-2.003, -3.477, 3.286)
C (-1.454, -3.351, 2.023)
C (-0.659, -2.252, 1.681)
P (0.014, -2.054, -0.024)
C (-1.456, -2.260, -1.099)
C (-2.767, -2.507, -0.700)
C (-3.786, -2.610, -1.641)
C (-3.510, -2.458, -2.991)
C (-2.208, -2.193, -3.399)
C (-1.192, -2.090, -2.463)
C (0.827, -3.689, -0.199)
C (2.122, -3.784, 0.314)
C (2.811, -4.986, 0.252)
C (2.224, -6.098, -0.341)
C (0.948, -6.002, -0.877)
C (0.251, -4.800, -0.807)
H (0.551, 1.164, 4.939)
H (-0.772, 3.153, 5.653)
H (-1.972, 4.501, 3.947)
H (-1.769, 3.908, 1.557)
H (0.456, 2.675, -2.488)
H (1.695, 4.577, -3.441)
H (2.579, 6.354, -1.953)
H (2.186, 6.217, 0.484)
H (0.901, 4.350, 1.430)
H (-1.777, 3.819, -1.596)
H (-4.129, 3.833, -2.342)
H (-5.666, 2.025, -1.647)
H (-4.829, 0.186, -0.213)
H (-2.467, 0.163, 0.511)
H (-0.657, -0.727, 4.717)
H (-2.176, -2.589, 5.240)
H (-2.616, -4.337, 3.527)
H (-1.628, -4.122, 1.280)
H (-3.011, -2.608, 0.350)
H (-4.801, -2.803, -1.313)
H (-4.306, -2.536, -3.721)
H (-1.985, -2.049, -4.449)
H (-0.183, -1.855, -2.782)
H (2.598, -2.902, 0.728)
H (3.818, -5.048, 0.648)
H (2.767, -7.034, -0.401)
H (0.493, -6.862, -1.356)
H (-0.742, -4.726, -1.236)
F (3.336, 1.293, -4.355)
C (3.186, 0.006, -4.013)
F (4.399, -0.532, -3.887)
F (2.562, -0.612, -5.026)
S (2.201, -0.177, -2.465)
O (2.350, -1.603, -2.256)
O (0.962, 0.395, -2.952)
N (3.108, 0.823, -1.578)
S (4.134, 0.307, -0.462)
O (5.476, 0.248, -0.974)
O (3.715, -0.776, 0.398)
C (4.229, 1.810, 0.613)
F (3.096, 2.137, 1.240)
F (5.159, 1.549, 1.538)
F (4.621, 2.854, -0.121)

LUMO energy   0.0872 Ha
Spin multiplicity   1
HOMO-LUMO gap   6.391 eV
Relative energy (zero: lowest compared OMol25 entry of this formula, charge and spin)   0.0 kJ/mol
Total charge   -1